ORCA calculation (ωB97M-V/def2-TZVPD) on 2 unconnected molecules or ions with the total composition C30H35BO2.

- HOMO-LUMO gap: 3.3 eV
- Maximum force: 2.071 eV/Å
- Total energy: -36447.3906 eV
- HOMO energy: -6.538 eV

```
68
Properties=species:S:1:pos:R:3:forces:R:3:mulliken_charge:R:1
C -2.008 1.994 3.386 0.1 0.0 0.1 -1.920
C -3.220 1.447 2.629 0.1 -0.7 0.3 1.673
C -4.482 2.143 3.121 -0.1 -0.1 0.1 -1.891
O -3.052 1.694 1.251 0.0 -0.2 0.6 -0.475
B -2.438 0.498 0.697 -0.5 -0.4 -2.0 1.185
C -3.371 -0.013 -0.569 0.6 0.5 0.7 -0.032
C -3.374 -1.358 -0.912 -0.5 -0.4 -1.0 -0.265
C -4.202 -1.827 -1.949 0.2 0.3 0.2 -0.752
C -5.032 -0.934 -2.639 0.1 0.0 0.1 -0.362
C -5.040 0.417 -2.276 0.2 0.1 0.3 -0.693
C -4.217 0.872 -1.228 -0.5 -0.4 -1.0 -0.428
C -0.905 0.930 0.089 0.4 0.1 -0.6 -0.885
C -0.021 -0.117 -0.463 -0.1 0.6 0.3 0.207
C 0.771 -0.906 0.294 0.0 -0.4 -0.1 -1.556
O -2.379 -0.557 1.677 0.3 0.3 0.9 -0.562
C -3.269 -0.169 2.707 -0.1 0.9 0.1 1.795
C -2.780 -0.748 4.026 -0.1 0.0 0.1 -1.935
C -4.678 -0.677 2.402 -0.2 0.0 0.0 -1.928
H -2.156 1.907 4.468 0.1 0.0 -0.1 0.369
H -1.090 1.460 3.104 -0.2 0.1 0.1 0.228
H -1.883 3.054 3.139 0.0 -0.1 0.0 0.422
H -4.643 1.929 4.185 0.0 0.0 -0.1 0.315
H -4.370 3.227 3.004 0.0 -0.1 0.0 0.458
H -5.362 1.821 2.553 0.2 0.1 0.1 0.376
H -2.726 -2.060 -0.385 -0.2 0.2 0.0 0.361
H -4.186 -2.888 -2.206 -0.1 0.3 0.0 0.354
H -5.661 -1.290 -3.458 0.1 0.1 0.3 0.353
H -5.685 1.129 -2.799 0.1 -0.3 0.1 0.355
H -4.244 1.926 -0.951 0.1 -0.2 0.1 0.367
H -1.187 1.629 -0.716 0.2 -0.1 0.4 0.210
H -0.417 1.488 0.910 -0.2 -0.3 -0.2 0.346
H 0.016 -0.199 -1.558 0.0 -0.2 0.4 0.569
H 1.463 -1.625 -0.143 -0.5 -0.2 0.1 0.455
H 0.619 -0.930 1.378 0.3 0.2 -0.3 0.347
H -3.424 -0.418 4.851 0.1 -0.1 -0.1 0.320
H -2.819 -1.842 3.979 0.0 0.1 0.0 0.458
H -1.748 -0.446 4.233 -0.2 -0.1 0.0 0.348
H -5.352 -0.472 3.243 0.1 0.0 -0.1 0.362
H -5.086 -0.210 1.496 0.1 -0.1 0.2 0.292
H -4.646 -1.761 2.245 0.0 0.1 0.0 0.437
C 3.372 -0.087 -0.118 -0.1 1.1 0.1 -0.722
C 4.018 -0.781 0.951 0.5 -0.7 0.8 1.017
C 3.715 -0.440 2.296 0.1 -0.2 -0.4 -0.288
C 4.343 -1.091 3.353 0.1 0.0 -0.1 -0.656
C 5.298 -2.087 3.100 -0.3 0.2 -0.3 -0.342
C 5.628 -2.423 1.779 -0.1 0.1 -0.1 -0.678
C 5.003 -1.783 0.714 -0.3 0.3 0.2 -0.382
C 3.831 -0.115 -1.433 -0.1 0.3 -1.0 0.025
C 3.332 0.720 -2.425 0.3 -0.5 1.2 -0.455
C 3.734 0.679 -3.796 0.5 0.2 -1.3 0.978
C 3.195 1.625 -4.713 0.1 -0.5 0.4 -0.463
C 3.504 1.565 -6.068 0.2 -0.2 0.0 -0.555
C 4.385 0.582 -6.547 -0.2 0.2 0.4 -0.361
C 4.964 -0.333 -5.655 -0.1 0.1 0.2 -0.647
C 4.657 -0.284 -4.297 -0.4 0.3 -0.1 -0.349
H 2.584 0.628 0.131 0.4 -0.1 0.0 0.506
H 2.982 0.351 2.472 0.2 -0.3 0.0 0.401
H 4.092 -0.810 4.377 0.1 -0.1 -0.3 0.375
H 5.770 -2.612 3.930 -0.1 0.2 -0.2 0.378
H 6.385 -3.185 1.579 -0.3 0.2 0.1 0.373
H 5.268 -2.051 -0.312 -0.1 0.0 0.5 0.333
H 4.669 -0.773 -1.677 -0.5 0.2 0.0 0.102
H 2.606 1.484 -2.131 0.0 -0.3 -0.1 0.344
H 2.517 2.386 -4.325 0.1 -0.2 -0.2 0.364
H 3.055 2.283 -6.755 0.2 -0.2 0.2 0.371
H 4.618 0.531 -7.612 -0.1 0.0 0.3 0.372
H 5.656 -1.092 -6.024 -0.2 0.3 0.1 0.370
H 5.108 -1.004 -3.609 -0.2 0.2 -0.4 0.313
```
Forces are in eV/Å.

ORCA calculation (ωB97M-V/def2-TZVPD) on 2 unconnected molecules or ions with the total composition C3H9N2OS.

- HOMO-LUMO gap (alpha / beta): 7.0 / 7.3 eV
- Maximum force: 4.465 eV/Å
- Net charge: +1
- Total energy: -19108.8070 eV
- HOMO energy (alpha / beta): -13.288 / -12.953 eV

```
16
Properties=species:S:1:pos:R:3:forces:R:3:mulliken_charge:R:1
C 1.146 0.421 -1.449 -1.6 -0.7 -0.7 0.545
C -1.586 -0.401 2.248 3.2 2.3 2.0 -1.321
C -0.379 -0.093 1.263 0.2 -0.3 3.3 -0.037
N 1.986 -0.588 -1.373 -0.5 1.2 0.5 -0.310
N 0.537 0.762 -2.541 0.7 0.3 0.9 -0.323
O -0.713 -0.214 -0.069 -0.3 0.0 -1.1 -0.485
S 0.128 1.630 1.607 0.1 -0.9 -0.1 0.022
H -1.819 -1.393 2.115 0.0 -2.6 0.4 0.381
H -1.280 -0.025 3.330 -0.6 -1.4 -2.2 0.344
H -2.479 0.054 2.037 -2.0 1.9 -0.9 0.446
H 0.346 -0.917 1.644 -0.6 1.6 -1.3 0.318
H 2.731 -0.607 -2.033 0.8 -0.4 -0.6 0.269
H 2.150 -0.923 -0.449 0.5 -0.4 0.5 0.264
H 0.653 0.312 -3.396 0.9 -1.7 -1.6 0.214
H -0.214 1.370 -2.693 -0.9 1.8 1.0 0.234
H -1.208 0.614 -0.243 0.1 -0.6 -0.2 0.438
```
Forces are in eV/Å.